The following is a quantum chemistry calculation of C43H37F11KN7O4 as an isolated structure, from the OMol25 dataset.

Orbital gap, eV: 5.149
HOMO level, eV: -1.69
Relative energy (zero: lowest compared OMol25 entry of this formula, charge and spin), kcal/mol: 30.7
Lowest unoccupied orbital energy, eV: 3.459

ORCA input file:
```
! wB97M-V def2-TZVPD RIJCOSX def2/J DEFGRID3
* xyz -2 1
K 0.880 -0.073 -1.054
C 1.087 -1.046 -4.425
N 2.020 -0.485 -3.472
C 2.893 0.498 -4.081
C 2.227 1.784 -4.588
N 1.449 2.413 -3.561
C 1.310 3.698 -3.498
C 0.569 4.254 -2.395
F 0.002 3.385 -1.511
C 0.393 5.592 -2.166
F -0.318 6.022 -1.090
C 0.955 6.543 -3.021
F 0.828 7.882 -2.777
C 1.633 6.083 -4.143
F 2.138 6.990 -5.025
C 1.774 4.740 -4.394
F 2.356 4.419 -5.598
C 2.788 -1.580 -2.902
C 3.676 -1.250 -1.706
N 2.992 -1.381 -0.454
C 3.698 -1.465 0.624
C 5.137 -1.409 0.789
F 5.959 -1.087 -0.256
C 5.792 -1.658 1.969
F 7.153 -1.650 1.995
C 5.097 -1.912 3.146
F 5.744 -2.168 4.325
C 3.705 -1.887 3.073
F 2.988 -2.065 4.221
C 3.049 -1.675 1.887
F 1.686 -1.692 1.919
H 1.588 -1.704 -5.159
H 0.347 -1.626 -3.881
H 0.579 -0.248 -4.957
H 3.619 0.801 -3.327
H 3.452 0.060 -4.938
H 3.055 2.414 -4.954
H 1.588 1.560 -5.459
H 2.082 -2.348 -2.585
H 3.440 -2.017 -3.691
H 4.516 -1.956 -1.754
H 4.082 -0.237 -1.796
C -4.289 -5.449 0.940
C -3.985 -4.470 2.074
C -5.290 -4.111 2.787
C -4.986 -3.221 3.979
C -4.234 -2.013 3.501
C -4.359 -0.822 4.182
C -3.685 0.303 3.732
F -3.858 1.469 4.411
C -2.859 0.249 2.639
C -2.704 -0.949 1.943
C -1.741 -0.968 0.811
O -1.032 0.004 0.582
C -1.748 -2.222 0.100
C -2.505 -3.253 0.526
N -3.327 -3.249 1.617
C -3.424 -2.091 2.350
C -0.983 -2.472 -1.227
O -0.829 -3.657 -1.532
O -0.678 -1.461 -1.873
H -4.957 -6.221 1.319
H -3.393 -5.932 0.568
H -4.780 -4.937 0.116
H -3.320 -4.967 2.798
H -5.790 -5.027 3.107
H -5.944 -3.582 2.090
H -4.382 -3.773 4.707
H -5.905 -2.912 4.483
H -4.983 -0.765 5.063
H -2.308 1.105 2.286
H -2.441 -4.164 -0.049
O 3.126 1.716 1.119
C 2.693 2.149 2.165
C 2.312 3.600 2.381
C 0.786 3.743 2.352
C 0.069 2.593 3.057
C 0.587 2.364 4.478
C 2.008 1.746 4.530
N 2.533 1.354 3.247
H 2.752 4.197 1.584
H 2.716 3.940 3.337
H 0.454 3.772 1.315
H 0.516 4.694 2.821
H 0.170 1.680 2.464
H -0.995 2.833 3.111
H -0.108 1.707 5.004
H 0.601 3.323 5.004
H 1.998 0.857 5.162
H 2.698 2.460 5.001
H 2.684 0.369 3.072
N -3.912 -3.131 -4.945
C -3.505 -2.239 -4.345
C -3.087 -1.116 -3.610
C -2.134 -0.230 -4.114
C -1.754 0.842 -3.333
C -2.384 1.023 -2.109
N -3.318 0.207 -1.640
C -3.632 -0.852 -2.353
H -1.691 -0.410 -5.084
H -0.975 1.518 -3.648
H -2.138 1.859 -1.470
H -4.358 -1.528 -1.915
*
```